(1)
The following is a quantum chemistry calculation of a cluster of 5 separate species, C9H28N6O5 in total, from OMol25.

Last column: Löwdin charge in e.
Positions of all 48 atoms, in Å:
O1 0.179136 3.162826 1.153357  0.0192
O2 -3.382686 -0.196945 0.930301  0.0299
O3 -1.058885 -1.731995 -1.653812  -0.1091
O4 2.886966 -3.890116 1.793703  -0.0457
O5 2.381702 6.751125 -1.088692  -0.0270
N1 0.438096 6.335267 0.001739  0.1647
N2 1.994615 4.912460 0.081257  0.1699
N3 -0.021472 0.883359 1.142246  0.1768
N4 -3.388347 -1.862012 2.552664  0.1563
N5 -2.233533 -2.058003 0.789051  0.1618
N6 -1.584030 2.143137 0.330501  0.1797
C1 -0.116456 -0.668057 -1.963570  -0.4331
C2 2.117047 -3.069724 0.904128  -0.4533
C3 1.646132 6.041365 -0.363287  -0.8086
C4 0.928087 -1.368715 -2.720269  -0.0843
C5 -0.883111 0.278684 -2.899745  -0.0522
C6 -3.075078 -1.284755 1.388191  -0.7464
C7 -0.436542 2.125371 0.994754  -0.7015
C8 1.088485 -3.887063 0.061493  -0.0448
C9 1.412292 -1.994374 1.733962  -0.0687
H1 1.671852 -4.695105 -0.379933  0.0762
H2 -0.261985 1.164605 -3.031870  0.0827
H3 -1.806727 -1.669585 -0.039846  0.0655
H4 -1.144195 -2.374288 -2.362172  0.1010
H5 0.787657 0.864836 1.746441  0.1159
H6 -1.702996 3.018735 -0.158655  0.1206
H7 0.670875 -1.480758 1.121906  0.0358
H8 2.179448 -1.321603 2.117296  0.0828
H9 -1.218707 -0.138431 -3.849209  0.0857
H10 0.664038 -3.303518 -0.755464  0.0423
H11 -0.655098 0.104185 1.034968  0.0763
H12 -3.995783 -1.415213 3.224599  0.1164
H13 1.306853 4.285198 0.473222  0.0469
H14 0.661336 -1.984969 -3.578847  0.1000
H15 -2.611814 -2.428669 2.862508  0.1028
H16 0.367946 -4.399377 0.699038  0.0755
H17 2.312618 -4.070629 2.541463  0.0797
H18 0.331854 -0.158870 -1.110432  0.1260
H19 -2.311627 -3.030133 1.051659  0.1231
H20 2.800808 -2.565228 0.221458  0.1329
H21 -0.113454 5.606361 0.431372  0.0945
H22 0.053755 7.244030 -0.213998  0.1186
H23 2.922157 4.721680 -0.269960  0.1291
H24 0.896780 -2.273556 2.652877  0.0814
H25 1.584631 -0.606319 -3.139545  0.0920
H26 -2.200981 1.348902 0.237399  0.0677
H27 -1.775718 0.806998 -2.564726  0.0704
H28 1.694058 -1.871112 -2.129525  0.0744

Forces on atoms 1 to 3 (eV/Å):
1.1 0.4 1.2
-0.7 1.0 0.3
-0.3 0.4 1.9

Results
Kohn-Sham gap   0.3257 Eh
ΔE to the lowest compared entry with this formula, charge and spin   216.9 kJ/mol
Max |F|   5.49 eV/A
Structure (SMILES)   NC(N)=O.NC(N)=O.NC(N)=O.CC(C)O.CC(C)O


(2)
The following is a quantum chemistry calculation of a cluster of 2 separate species, C19H28ClFN4O2 in total, from OMol25.

Last column: Löwdin charge in e.
Positions of all 55 atoms, in Å:
Cl1 -0.826393 5.406512 3.303511  0.6836
F1 1.129707 -0.551128 -0.422255  0.1840
O1 -1.469189 -4.281593 -1.590706  -0.0872
O2 -0.305048 0.175417 -2.195196  -0.0980
N1 0.353988 3.012100 2.832934  -0.2676
N2 2.514357 -1.946813 -1.611153  -0.0017
N3 0.734712 1.168773 1.138322  -0.1860
N4 0.356421 -2.330245 -1.723591  0.1196
C1 -3.295632 -2.644327 -1.566189  0.0028
C2 1.273315 2.420873 0.619000  -0.1297
C3 0.189955 4.050468 3.914711  -0.4500
C4 1.216691 1.904036 3.411037  -0.0750
C5 -0.981842 2.386528 2.413066  -0.0708
C6 -1.930269 -2.998379 -1.540352  -0.2045
C7 -2.681730 -0.287031 -1.769065  -0.0101
C8 0.992756 -3.255350 -2.530922  0.0380
C9 1.338074 -1.617193 -1.136333  -0.2498
C10 -1.321296 -0.620721 -1.797439  -0.2221
C11 -0.692800 1.295659 1.404250  -0.1300
C12 -1.005695 -1.966004 -1.615887  -0.0574
C13 3.892252 -1.545526 -1.294853  0.0535
C14 1.427241 0.815222 2.372143  -0.1302
C15 -2.425172 -5.327128 -1.221924  -0.0131
C16 1.080945 3.560416 1.595820  -0.0702
C17 -0.541776 1.471144 -2.716010  -0.0360
C18 2.293555 -3.015775 -2.467997  0.0069
C19 -3.659912 -1.293118 -1.662271  -0.0330
H1 2.343756 2.275982 0.419992  0.1398
H2 2.006677 4.036741 1.945532  0.1455
H3 -1.492113 2.049722 3.324003  0.1455
H4 -4.736836 -1.019453 -1.667649  0.1333
H5 -1.166548 1.562644 0.447261  0.1236
H6 0.526756 -4.004168 -3.100161  0.1383
H7 2.143069 2.356896 3.780073  0.1433
H8 0.740612 1.553069 4.333187  0.1439
H9 -4.075463 -3.416239 -1.626117  0.1214
H10 -1.197890 1.425283 -3.583657  0.1111
H11 4.377038 -1.351136 -2.254428  0.1133
H12 1.006537 -0.123085 2.761831  0.1406
H13 1.199869 4.420900 4.160741  0.1138
H14 -2.888464 -5.084267 -0.254975  0.1067
H15 4.394358 -2.378236 -0.776882  0.1191
H16 -3.003655 0.733420 -1.956213  0.1143
H17 2.506807 0.724766 2.179909  0.1376
H18 0.526841 4.415533 1.196451  0.1158
H19 3.108960 -3.482807 -2.962339  0.1425
H20 3.814976 -0.644898 -0.680233  0.0975
H21 -1.048525 0.323096 1.769498  0.1443
H22 -0.954083 2.128640 -1.947022  0.0830
H23 -1.792984 -6.213701 -1.150413  0.1017
H24 -3.192894 -5.449226 -1.997237  0.1009
H25 -1.656082 3.166137 2.049481  0.1155
H26 0.721560 2.639924 -0.308091  0.1226
H27 -0.316610 3.557332 4.762346  0.1142
H28 0.447116 1.810297 -3.007549  0.1043

Forces on atoms 1 to 3 (eV/Å):
0.6 -0.7 0.5
0.5 -1.3 0.2
-0.7 0.6 0.5

Results
Kohn-Sham gap   0.3336 Eh
Total charge   +2
Max |F|   1.81 eV/A


(3)
The following is a quantum chemistry calculation of a structure of composition C35H34N5O10SSn, from OMol25.

Last column: Löwdin charge in e.
Positions of all 86 atoms, in Å:
Sn1 -1.653833 1.203888 -1.187533  1.4968
S1 3.176961 -4.725453 -1.930537  0.6189
O1 2.428236 -5.596390 -2.785703  -0.2860
O2 -1.012104 -3.037014 4.532170  -0.0944
O3 0.528663 2.833649 -2.758640  -0.0105
O4 4.561740 -4.947522 -1.627587  -0.2956
O5 -0.499441 -1.029713 5.477488  -0.0162
O6 -2.156746 3.837900 -2.709623  0.0297
O7 0.229370 3.078658 -0.110698  -0.2008
O8 -0.307428 -0.734427 -2.722529  -0.0089
O9 -1.518308 5.396581 -4.279882  0.1283
O10 0.152908 0.113225 -0.728446  -0.2378
N1 -2.784984 -0.994213 -1.255778  -0.0067
N2 0.994492 2.985020 0.961431  -0.1700
N3 3.132909 -3.222979 -2.573767  -0.1371
N4 -2.591015 2.837041 0.825514  0.0411
N5 -1.986169 0.249948 0.928090  0.0369
C1 -1.521302 0.316465 3.260198  0.0623
C2 -2.156599 -3.147750 -0.470739  0.0171
C3 -1.827744 0.943942 2.067277  -0.1924
C4 1.166658 5.015641 -3.500659  -0.0120
C5 -1.972596 4.643535 2.820658  -0.0507
C6 0.248268 3.161839 -5.047349  -0.0052
C7 0.333346 -4.925530 0.928798  -0.0559
C8 -0.932378 -1.790788 4.584397  -0.6150
C9 0.251252 -4.249741 3.360046  -0.0696
C10 -1.681929 -1.773548 2.145788  0.0845
C11 0.989849 -5.059654 -0.287294  -0.0599
C12 0.963975 -4.364631 2.039383  -0.2272
C13 -2.551245 5.077323 1.635001  -0.0437
C14 0.326480 3.778132 -3.678831  -0.4752
C15 -2.552588 -3.706062 -1.672452  -0.0228
C16 1.243915 1.784489 1.514491  -0.0018
C17 -2.829079 4.135956 0.659183  -0.1172
C18 -1.389993 -1.065302 3.303332  -0.0419
C19 -1.705567 3.296675 2.992359  -0.0074
C20 2.284828 -3.941233 1.902019  -0.0252
C21 -1.968920 -1.089804 0.984012  -0.1789
C22 -3.143804 -1.534608 -2.419513  -0.1239
C23 1.863555 -2.506628 -2.699720  -0.2025
C24 -2.045800 2.417008 1.967679  -0.2298
C25 -1.533616 4.487602 -3.502078  -0.5165
C26 -3.072964 -2.890648 -2.665496  -0.0327
C27 2.305124 -4.628206 -0.396797  -0.3104
C28 -2.309027 -1.779431 -0.286803  -0.2079
C29 0.405337 -0.681560 -1.716338  -0.6382
C30 1.454315 4.119340 1.521646  -0.0114
C31 1.954804 1.697568 2.694508  -0.0108
C32 2.957123 -4.074289 0.698664  -0.0635
C33 2.179665 4.073287 2.691067  -0.0362
C34 2.428361 2.850428 3.297860  -0.0460
C35 1.558530 -1.628925 -1.498593  -0.0796
H1 1.260884 2.845484 -5.315611  0.1017
H2 0.837627 -3.691642 4.086996  0.0969
H3 -3.391388 -3.286291 -3.619427  0.1133
H4 2.795772 -3.514418 2.756890  0.1148
H5 1.076309 -3.252216 -2.815340  0.1214
H6 0.503545 -5.510495 -1.143367  0.1115
H7 -1.733056 -3.756909 0.312304  0.0782
H8 -1.725878 5.349175 3.604588  0.1131
H9 -1.239530 2.937406 3.899301  0.1150
H10 3.990660 -3.762490 0.607545  0.1148
H11 0.924405 5.769739 -4.242448  0.0889
H12 -3.249170 4.426129 -0.297720  0.1102
H13 1.027681 5.446082 -2.506886  0.0947
H14 1.285324 -2.251744 -0.642550  0.1131
H15 2.981940 2.796428 4.224860  0.1161
H16 -2.449957 -4.771424 -1.835796  0.1187
H17 -2.781346 6.119874 1.463352  0.1079
H18 -3.485572 -0.845710 -3.183158  0.1224
H19 2.210450 4.705853 -3.607157  0.1005
H20 -0.687303 -5.281867 1.023106  0.1118
H21 2.112127 0.719188 3.128722  0.1258
H22 -1.661926 -2.853050 2.214180  0.1111
H23 0.860340 0.934379 0.965312  0.1117
H24 1.867416 -1.930812 -3.623616  0.1234
H25 2.529648 5.000294 3.122776  0.1151
H26 3.940367 -2.700385 -2.255546  0.1126
H27 -0.389218 2.278462 -5.029649  0.1005
H28 0.697431 3.167085 -1.834022  0.0840
H29 -0.711034 -3.745744 3.264377  0.0166
H30 2.426741 -1.047469 -1.175570  0.1335
H31 0.051952 -5.239047 3.776498  0.1084
H32 -1.354474 0.847035 4.188524  0.1204
H33 -0.115641 3.871513 -5.785139  0.0919
H34 1.179389 5.018497 0.993998  0.1400

Forces on atoms 1 to 3 (eV/Å):
-0.3 0.1 0.0
-0.1 -0.1 0.3
0.0 0.0 0.0

Results
Kohn-Sham gap (alpha / beta)   0.2491 / 0.2242 Eh
ΔE to the lowest compared entry with this formula, charge and spin   235.6 kJ/mol
Max |F|   5.54 eV/A
Multiplicity   2


(4)
The following is a quantum chemistry calculation of a cluster of 2 separate species, CH4O2S in total, from OMol25.

Last column: Löwdin charge in e.
Positions of all 8 atoms, in Å:
S1 1.112539 2.890868 0.541291  0.4614
O1 -0.913302 -1.785618 -1.606970  0.0676
O2 -0.898199 -1.429282 0.607092  0.0624
C1 -1.130362 -2.170588 -0.497055  -0.3946
H1 -1.557866 -3.154034 -0.255403  0.1402
H2 1.964611 3.364366 1.456433  -0.2281
H3 2.005568 2.874718 -0.454246  -0.2262
H4 -0.582987 -0.590429 0.208856  0.1173

Forces on atoms 1 to 3 (eV/Å):
-0.3 -0.1 0.0
0.0 0.0 -0.2
0.0 0.1 -0.9

Results
Kohn-Sham gap   0.3919 Eh
ΔE to the lowest compared entry with this formula, charge and spin   10.4 kJ/mol
Max |F|   0.88 eV/A
Structure (SMILES)   O=CO.S


> max |F| of number 2 (C19H28ClFN4O2)?

1.81 eV/A


> What is the formula in the fourth record?

CH4O2S